(1)
C5H5N | ωB97M-V/def2-TZVPD

XYZ file:
```
11
Properties=species:S:1:pos:R:3
C -2.48 1.17 0.16
C -1.54 0.30 0.00
C 1.03 0.45 0.34
C -0.93 -1.12 -0.06
C 0.08 -0.10 -0.56
N 2.04 0.97 -0.17
H 0.76 0.28 1.31
H -0.49 -1.51 0.86
H -1.25 -1.86 -0.74
H 0.10 0.14 -1.61
H 2.67 1.30 0.46
```

The energy above the lowest of the compared OMol25 structures with the same formula, charge and spin comes out at 332.9 kJ/mol. For the LUMO energy (alpha / beta), the calculation gives 0.729 / -3.267 eV. The multiplicity is 3. As for the highest occupied orbital energy (alpha / beta): -0.2663 / -0.3724 Eh. As for the expectation value of S²: 2.03. The total charge is 0. As for the HOMO-LUMO gap (alpha / beta): 8.0 / 6.9 eV.

***

(2)
C50H120N8O12 | ωB97M-V/def2-TZVPD

XYZ file:
```
190
Properties=species:S:1:pos:R:3
C 0.03 5.84 -3.04
C -0.84 4.75 -3.63
C -0.14 3.58 -4.36
O -0.93 2.57 -5.03
C -1.78 2.94 -6.02
N -1.88 4.17 -2.74
H 0.78 6.31 -3.68
H 0.80 5.44 -2.37
H -0.49 6.60 -2.46
H -1.35 5.29 -4.43
H 0.54 2.98 -3.75
H 0.39 3.96 -5.24
H -2.66 3.46 -5.66
H -2.07 2.02 -6.52
H -1.41 3.64 -6.77
H -2.17 3.36 -3.27
H -2.71 4.75 -2.68
C 1.06 0.06 4.33
C 0.18 0.12 5.62
C 0.86 -0.17 7.01
O 1.35 -1.49 7.16
C 2.71 -1.81 6.86
N -0.50 1.38 5.79
H 1.79 -0.75 4.36
H 1.60 0.99 4.54
H 0.47 0.27 3.44
H -0.55 -0.65 5.36
H 0.13 -0.05 7.81
H 1.61 0.60 7.24
H 2.64 -2.26 5.87
H 3.11 -2.54 7.56
H 3.33 -0.92 6.90
H 0.13 2.14 6.02
H -0.89 1.39 6.72
C 3.53 -5.43 6.28
O 3.38 -4.65 5.03
C 3.16 -5.33 3.83
C 2.12 -6.43 3.82
N 0.75 -5.89 4.01
C 0.32 -5.01 2.88
C -1.22 -4.91 2.78
O -1.59 -4.16 1.71
C -1.93 -2.79 1.99
H 4.46 -6.00 6.26
H 2.60 -6.00 6.36
H 3.56 -4.81 7.17
H 4.08 -5.77 3.44
H 2.90 -4.60 3.07
H 2.31 -7.19 4.58
H 2.26 -6.86 2.83
H 0.88 -5.25 4.78
H 0.73 -5.29 1.91
H 0.82 -4.08 3.17
H -1.69 -4.62 3.72
H -1.70 -5.87 2.60
H -2.59 -2.69 2.85
H -2.27 -2.19 1.15
H -1.09 -2.14 2.26
C 2.27 4.75 3.00
O 1.04 4.70 2.26
C -0.01 4.04 2.89
C -1.33 4.26 2.05
N -1.95 5.60 2.11
C -2.41 6.01 3.40
C -3.41 4.88 4.03
O -4.15 5.56 5.01
C -4.91 4.64 5.88
H 3.07 4.82 2.27
H 2.44 4.08 3.84
H 2.31 5.71 3.51
H -0.14 4.39 3.91
H 0.27 2.98 2.87
H -2.08 3.55 2.42
H -1.14 4.07 1.00
H -2.57 5.68 1.32
H -2.95 6.96 3.30
H -1.46 6.13 3.92
H -2.92 4.02 4.50
H -4.02 4.55 3.20
H -4.29 4.17 6.64
H -5.44 3.89 5.30
H -5.62 5.13 6.54
C 10.81 -4.66 -0.99
O 9.60 -3.98 -1.47
C 8.87 -4.50 -2.52
C 7.66 -3.63 -2.89
N 6.73 -3.88 -1.86
C 5.41 -3.27 -2.09
C 4.49 -4.45 -2.38
O 4.40 -5.43 -1.26
C 3.62 -4.98 -0.16
H 11.69 -4.11 -1.32
H 10.85 -5.72 -1.25
H 10.93 -4.66 0.10
H 8.70 -5.58 -2.42
H 9.51 -4.54 -3.40
H 7.10 -3.82 -3.80
H 8.03 -2.60 -2.85
H 6.88 -4.88 -1.91
H 5.23 -2.58 -2.92
H 5.13 -2.65 -1.24
H 4.84 -5.04 -3.23
H 3.49 -4.15 -2.67
H 2.57 -5.27 -0.26
H 3.57 -3.91 0.03
H 4.06 -5.50 0.69
C -4.76 -0.36 1.08
O -3.74 0.49 0.43
C -4.15 1.29 -0.67
C -3.61 2.73 -0.45
N -4.50 3.55 0.32
C -5.41 4.44 -0.44
C -4.79 5.90 -0.39
O -4.63 6.19 0.93
C -5.77 6.21 1.72
H -5.11 0.32 1.86
H -4.39 -1.32 1.42
H -5.60 -0.56 0.41
H -5.24 1.26 -0.71
H -3.95 0.77 -1.61
H -3.50 3.10 -1.47
H -2.57 2.73 -0.15
H -3.97 3.95 1.08
H -6.41 4.35 -0.02
H -5.49 4.19 -1.50
H -5.62 6.43 -0.85
H -3.91 6.13 -0.98
H -6.70 6.63 1.34
H -5.45 6.66 2.67
H -6.06 5.22 2.05
C 1.49 -2.05 1.03
C 1.61 -0.96 -0.05
C 0.21 -0.19 -0.03
C 0.35 1.17 -0.83
C 1.40 1.95 -0.11
C 2.81 1.32 -0.18
N 2.72 -0.09 0.19
O 3.82 -0.76 0.46
C 3.35 1.32 -1.62
C 3.82 1.92 0.79
C 1.61 -1.76 -1.34
H 0.52 -2.48 0.75
H 1.42 -1.56 2.00
H 2.13 -2.93 1.00
H -0.45 -0.76 -0.68
H -0.22 -0.10 0.97
H -0.49 1.86 -0.88
H 0.68 1.16 -1.87
H 1.21 2.11 0.95
H 1.49 2.97 -0.47
H 2.69 0.85 -2.35
H 3.63 2.31 -1.99
H 4.24 0.71 -1.73
H 3.39 1.72 1.77
H 4.86 1.60 0.67
H 3.74 2.99 0.65
H 2.59 -2.07 -1.71
H 1.36 -1.06 -2.14
H 0.87 -2.56 -1.35
H 3.81 -0.85 1.41
C -2.01 -3.49 -3.88
C -2.26 -2.19 -4.72
C -1.80 -2.39 -6.27
C -2.30 -1.25 -7.16
C -3.83 -1.25 -7.11
C -4.40 -1.00 -5.71
N -3.75 -1.90 -4.76
O -4.37 -1.92 -3.55
C -4.45 0.42 -5.14
C -5.79 -1.57 -5.97
C -1.32 -1.14 -4.25
H -0.93 -3.53 -3.71
H -2.38 -4.41 -4.34
H -2.45 -3.46 -2.89
H -0.74 -2.39 -6.53
H -2.20 -3.36 -6.56
H -1.97 -1.53 -8.16
H -1.84 -0.29 -6.92
H -4.22 -1.91 -7.88
H -4.01 -0.36 -7.70
H -5.22 0.58 -4.39
H -3.50 0.69 -4.69
H -4.52 1.14 -5.96
H -5.86 -2.62 -6.27
H -6.30 -1.65 -5.00
H -6.42 -0.93 -6.59
H -1.40 -0.16 -4.72
H -0.27 -1.43 -4.22
H -1.47 -0.92 -3.19
H -5.05 -2.58 -3.71
```

For the LUMO energy (alpha / beta), the calculation gives 1.867 / 1.836 eV. The multiplicity is 2. As for the highest occupied orbital energy (alpha / beta): 0.0247 / -0.2148 Eh. As for the expectation value of S²: 0.75. The total charge is -1. As for the HOMO-LUMO gap (alpha / beta): 1.2 / 7.7 eV.

***

(3)
C2H4O2S | ωB97M-V/def2-TZVPD

XYZ file:
```
9
Properties=species:S:1:pos:R:3
C -0.32 -0.23 -1.11
C -0.77 0.46 0.16
O -1.60 -0.37 -0.54
O 0.00 -0.51 1.69
S -1.03 2.10 0.50
H -0.25 0.27 -2.14
H 0.49 -0.95 -0.95
H -0.71 -0.09 2.24
H 0.03 2.74 0.21
```

The energy above the lowest of the compared OMol25 structures with the same formula, charge and spin comes out at 428.4 kJ/mol. For the LUMO energy (alpha / beta), the calculation gives 0.318 / 0.318 eV. The multiplicity is 1. As for the highest occupied orbital energy (alpha / beta): -0.3629 / -0.3629 Eh. The total charge is 0. As for the HOMO-LUMO gap (alpha / beta): 10.2 / 10.2 eV.

***

(4)
C8H9BCl2F4IrOS | ωB97M-V/def2-TZVPD

XYZ file:
```
27
Properties=species:S:1:pos:R:3
Ir 0.63 -0.58 -0.78
Cl -1.57 -0.12 -1.13
C -2.31 -0.09 0.47
C -3.65 0.22 0.52
C -4.30 0.24 1.74
C -3.56 -0.06 2.89
C -2.22 -0.36 2.80
Cl -1.38 -0.73 4.28
C -1.51 -0.40 1.58
S 0.18 -0.77 1.51
H -4.19 0.44 -0.40
H -5.35 0.48 1.81
H -4.03 -0.05 3.86
F 2.61 -1.16 -0.59
B 3.86 -0.45 -0.08
F 3.59 -0.05 1.20
F 4.85 -1.41 -0.15
F 4.08 0.60 -0.94
C 2.05 -0.46 -3.38
O 0.80 -0.69 -2.78
H 2.46 0.52 -3.13
H 1.93 -0.51 -4.47
H 2.80 -1.21 -3.09
C 1.01 1.39 -0.47
H 1.22 1.83 -1.45
H 1.87 1.49 0.19
H 0.15 1.90 -0.02
```

The energy above the lowest of the compared OMol25 structures with the same formula, charge and spin comes out at 0.0 kJ/mol. For the LUMO energy, the calculation gives 2.633 eV. The multiplicity is 1. As for the highest occupied orbital energy: -0.1558 Eh. The total charge is -1. As for the HOMO-LUMO gap: 6.9 eV.